# 1
The following is a quantum chemistry calculation of a cluster of 7 separate species, C42H90BrN3O13P in total, from the Open Molecules 2025 dataset.

Structure (XYZ):
```
150
Properties=species:S:1:pos:R:3:mulliken_charge:R:1
C 6.07341 -6.37101 -0.76129 -0.973
C 7.06865 -5.11589 -0.46562 -0.300
C 6.48680 -4.38577 0.86924 -0.442
C 7.09526 -2.90950 1.09683 -1.103
C 6.11360 -1.90123 1.89076 0.122
N 5.00037 -2.57329 2.63552 -0.175
C 3.67794 -2.19805 2.16523 -0.081
N 2.71588 -2.05777 3.09821 0.074
C 1.29857 -1.72218 2.80361 -0.295
O 0.63828 -2.79512 2.05210 -0.504
C -0.27046 -2.24998 1.09536 0.387
C -1.39455 -1.22607 1.37817 -0.186
C -2.35118 -0.74758 0.22528 -0.527
C -2.20353 -1.25022 -1.25637 -0.491
C -1.07918 -2.28393 -1.53589 -0.374
C -0.13967 -2.77225 -0.38164 -0.160
N 3.36618 -2.02863 0.74297 0.147
C 4.43289 -1.28155 -0.01355 -0.033
P 3.57760 0.18720 -0.93568 -0.206
C 2.95656 -0.57329 -2.55420 -0.460
C 2.10323 0.62149 0.16705 1.057
C 1.20501 1.85102 -0.35947 -1.103
C 5.64159 -0.74577 0.88713 -0.723
Br 5.29105 0.95291 1.85334 -0.083
H 6.62344 -7.28618 -1.17411 0.349
H 5.20970 -6.01015 -1.41460 0.192
H 5.66394 -6.68441 0.27255 0.275
H 7.11354 -4.41994 -1.37114 0.188
H 8.10156 -5.56831 -0.28853 0.317
H 5.34838 -4.40393 0.78085 0.183
H 6.83110 -5.05186 1.74704 0.296
H 8.05837 -3.05066 1.71321 0.373
H 7.44750 -2.49799 0.07773 0.387
H 6.76906 -1.38286 2.69164 0.521
H 5.10579 -2.46733 3.65483 0.366
H 2.98217 -2.20773 4.09041 0.360
H 0.74687 -1.69725 3.82190 0.307
H 1.13357 -0.69518 2.33619 -0.023
H -1.57044 -0.82313 2.42922 0.384
H -3.20342 -0.00252 0.40155 0.324
H -2.88709 -0.90530 -2.10071 0.374
H -0.93550 -2.71390 -2.58008 0.351
H 0.66998 -3.54607 -0.59751 0.279
H 3.38801 -2.99470 0.35383 0.376
H 4.89197 -1.92541 -0.84652 0.024
H 3.36460 -0.07070 -3.49149 0.289
H 1.79948 -0.53869 -2.53158 0.324
H 3.27085 -1.67164 -2.57721 -0.089
H 2.44831 0.82931 1.23519 0.020
H 1.42856 -0.31872 0.23059 -0.693
H 1.13779 2.60641 0.51448 0.298
H 1.58598 2.33687 -1.32302 0.313
H 0.12836 1.44236 -0.47156 0.244
H 6.52991 -0.53871 0.17881 0.529
C 1.25935 1.15616 5.03823 -0.813
O 0.24817 0.28696 5.53050 -0.170
C 0.28957 0.15389 6.95331 -0.751
C -0.77081 1.02209 7.62424 -0.367
O -0.49774 2.40914 7.43900 -0.394
C -1.28747 2.98378 6.40319 -0.328
H 1.00925 1.42194 4.00920 0.145
H 1.33458 2.07303 5.62630 0.488
H 2.22383 0.63566 5.04266 0.282
H 1.28921 0.38748 7.33582 0.399
H 0.08125 -0.89578 7.18095 0.364
H -0.74910 0.83283 8.70101 0.402
H -1.77239 0.77154 7.25820 0.252
H -2.30368 3.15710 6.76950 -0.037
H -1.31774 2.35542 5.50968 0.308
H -0.84574 3.94442 6.13203 0.260
C -7.11597 4.76880 8.85652 -0.652
O -7.52591 3.43731 8.56745 -0.406
C -7.22010 3.05247 7.22870 -0.565
C -5.96266 2.18989 7.17243 -0.589
O -4.80570 2.93566 7.54882 -0.212
C -4.41297 2.68054 8.89223 -0.712
H -7.13003 4.90165 9.93943 0.245
H -6.10671 4.97608 8.49325 0.226
H -7.82067 5.47579 8.40733 0.390
H -7.12288 3.93296 6.58417 0.319
H -8.06763 2.46391 6.86503 0.389
H -5.80887 1.85983 6.14097 0.361
H -6.07007 1.29785 7.79893 0.380
H -3.90035 1.71449 8.94870 0.284
H -5.26227 2.68912 9.57891 0.491
H -3.71636 3.46369 9.19741 0.054
C 5.29413 -3.18614 -4.17832 -0.955
O 4.51713 -2.31637 -4.98904 -0.225
C 5.10953 -2.09426 -6.27007 -0.637
C 4.44191 -2.94790 -7.34363 -0.180
O 4.68721 -4.33675 -7.12976 -0.402
C 3.58571 -4.99487 -6.51558 -0.517
H 4.67218 -3.52288 -3.34592 0.156
H 5.64013 -4.06234 -4.73099 0.520
H 6.15526 -2.64184 -3.77549 0.385
H 6.18914 -2.27618 -6.23605 0.377
H 4.95629 -1.03869 -6.51300 0.395
H 4.87478 -2.69315 -8.31480 0.403
H 3.36652 -2.74685 -7.39111 -0.019
H 2.80194 -5.17192 -7.25830 0.305
H 3.17808 -4.42471 -5.67710 0.108
H 3.93374 -5.95844 -6.13900 0.289
C 0.42330 -2.90123 -6.17111 -0.629
O -0.00766 -3.63826 -7.30574 -0.355
C -1.36615 -4.06292 -7.19463 -0.616
C -2.29860 -3.16020 -7.99722 -0.392
O -2.34456 -1.84356 -7.44957 -0.372
C -1.52601 -0.92834 -8.16941 -0.553
H 1.35108 -2.38853 -6.42919 0.007
H -0.31266 -2.15495 -5.86249 0.489
H 0.62119 -3.58830 -5.34117 0.333
H -1.67304 -4.11105 -6.14390 0.291
H -1.41722 -5.07590 -7.60448 0.401
H -3.31297 -3.56517 -7.94143 0.391
H -2.00479 -3.13154 -9.05195 0.279
H -2.02609 -0.63880 -9.09878 0.145
H -0.54065 -1.34380 -8.39382 0.311
H -1.39075 -0.03708 -7.55380 0.254
C -2.34178 6.28624 8.49605 -0.808
O -3.59389 6.62465 9.07751 -0.346
C -3.48635 6.91232 10.47158 -0.457
C -3.47810 8.41626 10.73032 -0.624
O -2.30265 9.02770 10.20101 -0.377
C -2.54009 9.66910 8.95446 -0.690
H -2.44257 6.34377 7.41096 0.266
H -1.54655 6.96694 8.80819 0.420
H -2.07640 5.25962 8.76976 0.271
H -2.59803 6.43438 10.89902 0.348
H -4.36585 6.47654 10.95514 0.383
H -3.46808 8.58652 11.81048 0.398
H -4.37822 8.88909 10.32303 0.324
H -3.04991 10.62297 9.12164 0.330
H -3.13082 9.04817 8.27692 0.279
H -1.57453 9.86697 8.48579 0.248
C -4.97079 0.19699 -10.08780 -0.872
O -3.84495 -0.12309 -10.89515 -0.322
C -4.14453 -1.11665 -11.87536 -0.402
C -4.37477 -0.49199 -13.24860 -0.636
O -5.55185 0.31380 -13.26157 -0.372
C -5.26041 1.70070 -13.14578 -0.697
H -4.75710 1.12702 -9.55868 0.258
H -5.87626 0.33470 -10.68284 0.452
H -5.13209 -0.59661 -9.35104 0.294
H -5.00630 -1.71852 -11.56687 0.369
H -3.27620 -1.78020 -11.93148 0.344
H -4.52783 -1.29290 -13.97731 0.375
H -3.50278 0.09002 -13.56577 0.348
H -4.89932 2.08311 -14.10555 0.326
H -4.52260 1.90352 -12.36602 0.288
H -6.18461 2.22086 -12.88836 0.247
```

Multiplicity = 1
Charge = +1
E_tot = -155412.1627 eV
HOMO energy = -10.28 eV

# 2
The following is a quantum chemistry calculation of a cluster of 10 separate species, C42H93BBrN9O14S in total, from the Open Molecules 2025 dataset.

Structure (XYZ):
```
161
Properties=species:S:1:pos:R:3:mulliken_charge:R:1
C -0.51886 -4.71852 3.52397 -1.114
C 0.49584 -4.88144 2.36314 -0.565
B 0.66766 -3.54833 1.52999 0.383
O 1.84651 -2.85032 1.53824 -0.348
C -0.57888 -3.02180 0.66554 -0.873
O -0.23806 -3.05159 -0.76793 -0.173
S -1.47536 -3.02348 -1.78376 1.140
O -1.13188 -2.09345 -2.85313 -0.318
O -1.81166 -4.38024 -2.16152 -0.605
C -2.77877 -2.26631 -0.79282 -0.628
C -4.02244 -1.83910 -1.59838 -0.513
Br -4.96120 -3.40336 -2.32557 -0.120
C -3.78701 -0.69558 -2.61961 0.002
C -4.15747 -0.95518 -4.08584 -1.598
C -2.11643 -1.11116 -0.02028 -1.058
C -1.18648 -1.67128 1.08322 1.463
C -0.23751 -0.55315 1.53698 -0.896
C 0.80639 -0.11878 0.48418 0.151
C 2.11630 0.35004 1.14854 -1.265
C 3.34999 0.47159 0.22935 -0.064
C 3.52300 -0.70520 -0.73740 0.093
O 4.90520 -0.98816 -0.88986 -0.526
C 5.11131 -2.15458 -1.65602 -0.568
H -0.43640 -5.54543 4.24169 0.398
H -0.38046 -3.78446 4.07949 0.297
H -1.55176 -4.73404 3.14852 0.231
H 1.46263 -5.21318 2.76857 0.380
H 0.13843 -5.68342 1.69622 0.302
H 2.42168 -3.18871 2.21542 0.198
H -1.35788 -3.79060 0.80703 0.160
H -3.09883 -3.02458 -0.06288 0.649
H -4.72980 -1.48085 -0.84057 0.617
H -2.73757 -0.38503 -2.58476 0.066
H -4.37345 0.16962 -2.27425 0.406
H -5.21164 -1.22841 -4.20773 0.429
H -3.50771 -1.71241 -4.53247 0.314
H -4.00171 -0.02198 -4.64622 0.421
H -1.51744 -0.51918 -0.72653 -0.010
H -2.86677 -0.44348 0.41763 0.621
H -1.83000 -1.91809 1.94666 -0.557
H -0.89274 0.30645 1.76652 -0.212
H 0.27634 -0.78722 2.48038 0.888
H 0.95883 -0.93049 -0.23750 0.218
H 0.42003 0.72975 -0.10082 0.193
H 2.38156 -0.28663 2.00106 0.532
H 1.91462 1.35065 1.55962 0.420
H 4.24744 0.48060 0.86494 0.414
H 3.35183 1.44317 -0.28404 -0.449
H 3.02068 -1.59560 -0.31456 0.029
H 3.04992 -0.50513 -1.71040 0.318
H 6.18774 -2.29991 -1.77419 0.288
H 4.62621 -2.06814 -2.63868 0.157
H 4.68036 -3.03657 -1.14828 0.223
C 6.10873 3.28993 -3.44262 -1.040
N 4.71805 3.59488 -3.18714 0.235
C 3.73197 3.36424 -4.23270 -1.079
C 4.29939 4.07655 -2.00452 0.159
O 3.14233 4.35500 -1.74216 -0.700
H 6.48550 3.88524 -4.27829 0.378
H 6.22814 2.23178 -3.68194 0.324
H 6.70078 3.51359 -2.55636 0.342
H 3.21455 4.29478 -4.47351 0.328
H 2.99947 2.63386 -3.89624 0.268
H 4.23203 2.98096 -5.11819 0.395
H 5.11530 4.21440 -1.27562 0.379
C 4.18866 7.27381 2.13214 -1.085
N 4.24861 5.83255 2.28056 0.210
C 4.87255 5.26731 3.46477 -1.069
C 3.74293 4.99041 1.35810 0.043
O 3.76676 3.77731 1.44802 -0.634
H 5.19466 7.69784 2.11616 0.377
H 3.62630 7.71470 2.95888 0.405
H 3.68513 7.52525 1.20077 0.336
H 5.71358 4.63218 3.18522 0.310
H 4.15795 4.65434 4.01532 0.311
H 5.22637 6.07485 4.10111 0.396
H 3.30554 5.50321 0.48354 0.428
C -1.00551 5.72349 0.20642 -0.941
N -0.84863 4.35516 0.65362 0.360
C 0.49443 3.80875 0.79133 -0.321
C -1.89874 3.57922 0.95334 -0.098
O -1.82315 2.42461 1.34824 -0.482
H -0.56794 5.85164 -0.78521 0.312
H -0.51078 6.40877 0.89777 0.317
H -2.06312 5.97772 0.15951 0.304
H 0.62034 2.95250 0.13180 -0.031
H 0.66692 3.48063 1.81663 0.313
H 1.22441 4.56561 0.52463 0.018
H -2.86757 4.09160 0.82539 0.278
C -0.67255 -6.74655 -3.77696 -0.873
N -0.69925 -7.81393 -4.75946 0.176
C 0.21715 -8.93156 -4.62722 -0.968
C -1.55161 -7.80711 -5.80231 0.139
O -1.60956 -8.67604 -6.65155 -0.607
H 0.30995 -6.26963 -3.75931 0.355
H -0.88916 -7.13778 -2.78172 0.362
H -1.41847 -5.99504 -4.01819 0.172
H 0.85924 -9.00559 -5.50584 0.297
H -0.33364 -9.86853 -4.53619 0.298
H 0.83098 -8.78504 -3.74154 0.372
H -2.20737 -6.92041 -5.81624 0.266
C 7.56626 8.00511 -2.61788 -0.879
N 7.11512 7.90954 -1.24589 0.184
C 5.96519 7.08248 -0.92379 -0.846
C 7.72285 8.56292 -0.23614 0.054
O 7.36563 8.50932 0.92518 -0.560
H 6.77808 8.41232 -3.25443 0.309
H 7.84978 7.02155 -2.99883 0.296
H 8.43232 8.66189 -2.67301 0.311
H 5.18957 7.69386 -0.46644 0.202
H 6.25014 6.30552 -0.21178 0.300
H 5.57789 6.62443 -1.83053 0.394
H 8.58706 9.16424 -0.56293 0.244
C -3.21795 3.09196 5.09409 -0.779
N -2.24585 2.16863 5.63854 0.163
C -2.29163 1.83611 7.05460 -0.920
C -1.29449 1.61090 4.86116 0.653
O -0.45568 0.82183 5.25656 -0.696
H -3.14263 4.06555 5.58438 0.360
H -4.23187 2.70968 5.23438 0.338
H -3.03746 3.21951 4.02735 0.111
H -1.35595 2.11290 7.54206 0.301
H -2.43809 0.76438 7.18601 0.285
H -3.11683 2.36818 7.52090 0.368
H -1.35146 1.94450 3.81219 -0.154
C 1.59273 -1.48312 -7.29204 -0.930
N 1.79967 -0.97297 -5.95337 0.268
C 0.82306 -1.27988 -4.91574 -0.971
C 2.86901 -0.22761 -5.62894 -0.004
O 3.07624 0.22651 -4.51802 -0.515
H 0.65540 -1.10555 -7.70552 0.326
H 1.55570 -2.57429 -7.28584 0.324
H 2.41068 -1.16621 -7.93685 0.304
H 0.40300 -0.36368 -4.50229 0.234
H 1.29070 -1.82955 -4.10011 0.210
H 0.02584 -1.88225 -5.34206 0.455
H 3.56150 -0.06694 -6.47323 0.288
C -4.23720 -1.71254 3.50358 -0.610
N -4.67139 -1.72903 4.88184 0.198
C -5.83619 -2.52899 5.23022 -1.038
C -4.03002 -1.03666 5.84182 0.548
O -4.35802 -1.00850 7.01304 -0.657
H -5.03542 -1.33096 2.86113 0.295
H -3.98192 -2.72579 3.18103 0.397
H -3.36164 -1.07309 3.39244 -0.028
H -6.61200 -1.89464 5.66281 0.326
H -5.56925 -3.28580 5.96710 0.309
H -6.21424 -3.02193 4.34171 0.388
H -3.15488 -0.48067 5.46141 -0.128
C -9.72043 -6.02446 1.59513 -0.906
N -8.79021 -5.22598 2.36664 0.115
C -8.92175 -3.77948 2.36733 -0.879
C -7.79674 -5.77768 3.08863 0.113
O -6.99566 -5.14275 3.74888 -0.520
H -9.66378 -5.76393 0.53653 0.330
H -10.74322 -5.86425 1.94169 0.334
H -9.47643 -7.07893 1.70704 0.286
H -8.01316 -3.31548 1.98058 0.240
H -9.08391 -3.41211 3.38143 0.291
H -9.76440 -3.49684 1.74128 0.374
H -7.77155 -6.87750 3.02644 0.220
```

Multiplicity = 1
Charge = 0
E_tot = -168694.0569 eV
HOMO energy = -8.91 eV

Strongest force on any atom / eV Å⁻¹: 4.89 1.54
Lowest unoccupied orbital energy / eV: -3.41 0.26